A molecular structure, C10H18N4PtSSbSe4 at a distorted geometry, computed with the ωB97M-V functional and the def2-TZVPD basis.

Summary:
LUMO energy: 0.1753 eV
F_max: 0.0830 hartree/bohr
Charge: -1
Relative energy (zero: lowest compared OMol25 entry of this formula, charge and spin): 0.0 kcal per mole

Structure (XYZ):
```
39
Properties=species:S:1:pos:R:3:mulliken_charge:R:1
Pt -0.846 0.864 -0.871 1.39
N -2.275 -0.496 0.173 -0.70
C -2.054 -0.848 1.578 -0.45
C -2.747 0.120 2.546 -0.68
C -1.858 1.176 3.205 -0.74
C -1.494 2.373 2.326 -0.65
N -0.396 2.074 1.415 -0.48
H -3.198 -0.069 0.059 0.28
H -2.267 -1.340 -0.401 0.24
H -0.975 -0.865 1.760 0.19
H -2.441 -1.860 1.765 0.45
H -3.195 -0.471 3.349 0.30
H -3.566 0.629 2.030 0.39
H -0.942 0.703 3.570 0.33
H -2.401 1.558 4.072 0.36
H -1.252 3.220 2.988 0.40
H -2.353 2.669 1.717 0.22
H 0.433 1.818 1.943 0.14
H -0.172 2.913 0.879 0.27
N 5.253 -2.591 -1.452 -0.45
C 3.950 -3.033 -1.608 0.45
S 3.732 -4.592 -2.224 -0.36
C 2.873 -2.210 -1.237 0.76
C 1.536 -2.547 -1.578 -0.77
C 0.513 -1.702 -1.285 -0.33
N 0.665 -0.530 -0.620 -0.20
C 1.932 -0.197 -0.278 -0.51
C 3.021 -0.967 -0.556 -0.85
H 5.924 -3.164 -1.944 0.25
H 5.392 -1.600 -1.583 0.22
H 1.347 -3.466 -2.111 0.38
H -0.495 -1.953 -1.600 0.30
H 2.047 0.753 0.234 0.45
H 3.997 -0.636 -0.235 0.35
Se -2.766 2.333 -1.217 -0.63
Sb -1.592 2.958 -3.423 0.51
Se 0.593 2.046 -2.338 -0.55
Se -1.577 5.365 -3.781 -0.65
Se -2.346 1.564 -5.269 -0.67
```